Entry 1:
{"formula": "C2H4N2O2S2", "method": "wB97M-V/def2-TZVPD", "symbols": ["C", "C", "N", "N", "O", "O", "S", "S", "H", "H", "H", "H"], "xyz": [[0.86342, -0.56675, -0.29700], [-0.36753, 0.16357, -0.32872], [1.85233, 0.15212, -0.61117], [-1.47242, -0.51267, -0.41738], [3.79049, -1.45517, 0.24363], [-2.65231, 0.29054, -0.52784], [3.45108, -0.34777, -0.63152], [-4.13385, -0.51573, -0.61323], [0.77891, -1.68138, -0.06509], [-0.28134, 1.28331, -0.53022], [3.88884, 0.98031, 0.03406], [-4.15359, -0.86633, 0.61828]], "charge": 0, "homo_lumo_gap_ev": 8.8}

***

Entry 2:
{"formula": "C33H40CuN3O7P4S", "method": "wB97M-V/def2-TZVPD", "symbols": ["Cu", "C", "S", "C", "C", "C", "N", "P", "C", "C", "C", "C", "C", "C", "C", "C", "C", "C", "C", "C", "P", "C", "C", "C", "C", "C", "C", "C", "C", "C", "C", "C", "C", "H", "H", "H", "H", "H", "H", "H", "H", "H", "H", "H", "H", "H", "H", "H", "H", "H", "H", "H", "H", "H", "H", "H", "H", "H", "H", "H", "H", "H", "C", "C", "O", "P", "O", "O", "O", "P", "O", "O", "O", "H", "H", "H", "H", "H", "H", "H", "N", "C", "C", "C", "N", "H", "H", "H", "H"], "xyz": [[0.16762, 1.84275, -0.65651], [-3.25994, -5.22489, 1.24955], [-1.74699, -5.49827, 2.19593], [-0.54822, -4.70907, 1.09324], [-0.70275, -3.20089, 0.97716], [0.37225, -2.60835, 0.06906], [0.15633, -1.19480, -0.26299], [-0.46182, -0.69962, -1.78731], [-1.89648, -1.82527, -1.97830], [-3.11843, -1.32270, -1.53108], [-4.25176, -2.12436, -1.52390], [-4.17504, -3.43193, -1.98204], [-2.96824, -3.93425, -2.45089], [-1.83432, -3.13573, -2.44844], [0.74758, -1.41443, -2.95980], [2.07467, -1.61257, -2.59082], [3.01947, -1.99332, -3.53426], [2.64910, -2.17449, -4.85835], [1.32784, -1.97060, -5.23829], [0.38608, -1.58924, -4.29651], [0.66399, 0.13537, 0.67018], [-0.26134, 0.04082, 2.23821], [0.29088, 0.35870, 3.47491], [-0.51608, 0.44687, 4.60367], [-1.87843, 0.21337, 4.50552], [-2.43897, -0.09889, 3.27226], [-1.63845, -0.17161, 2.14605], [2.38370, -0.19280, 1.14678], [2.77694, -1.18737, 2.04389], [4.12062, -1.40184, 2.30478], [5.08249, -0.61783, 1.67768], [4.70015, 0.38299, 0.79656], [3.35440, 0.59704, 0.53285], [-4.05694, -5.74778, 1.77543], [-3.16362, -5.64024, 0.24679], [-3.51289, -4.16837, 1.18534], [-0.61630, -5.18014, 0.10857], [0.42821, -4.96606, 1.51066], [-0.65716, -2.74885, 1.96954], [-1.67847, -2.95216, 0.55299], [0.40101, -3.17034, -0.86773], [1.36109, -2.72939, 0.51915], [-3.17258, -0.29304, -1.19139], [-5.19467, -1.72494, -1.17277], [-5.05836, -4.05822, -1.98370], [-2.91154, -4.95136, -2.81898], [-0.89670, -3.53189, -2.82007], [2.37669, -1.45773, -1.56092], [4.04820, -2.14357, -3.23191], [3.38653, -2.46895, -5.59372], [1.03210, -2.10601, -6.27084], [-0.64225, -1.42320, -4.59994], [1.35858, 0.52641, 3.56411], [-0.07495, 0.69359, 5.56109], [-2.50518, 0.27998, 5.38530], [-3.50430, -0.27224, 3.18840], [-2.07880, -0.39367, 1.18053], [2.02830, -1.78607, 2.55112], [4.42073, -2.17497, 3.00052], [6.13158, -0.78362, 1.88677], [5.44788, 1.00438, 0.32108], [3.03980, 1.38774, -0.13957], [-1.80055, 3.54973, 2.60689], [-1.09675, 4.60666, 1.76314], [-1.44783, 5.92715, 2.20060], [0.73578, 4.49703, 1.91374], [1.18108, 6.01008, 1.92062], [1.03430, 3.99611, 3.40380], [1.41340, 3.64115, 0.91348], [-1.45134, 4.41075, -0.04485], [-2.97620, 4.99878, -0.02717], [-0.58057, 5.32251, -0.82738], [-1.49884, 2.92938, -0.31153], [-1.63446, 3.75864, 3.66295], [-1.42511, 2.55440, 2.36871], [-2.87025, 3.56712, 2.39432], [-2.25747, 6.17098, 1.73015], [0.37072, 6.55869, 1.94712], [1.34845, 3.08116, 3.39674], [-3.08674, 5.63500, -0.74580], [1.65553, 3.95565, -2.00393], [2.28979, 4.39328, -3.09616], [2.37750, 3.32837, -3.97031], [1.74137, 2.27550, -3.30286], [1.30560, 2.67124, -2.11261], [1.33593, 4.46607, -1.18823], [2.61736, 5.41541, -3.17775], [2.82704, 3.31912, -4.94707], [1.57944, 1.25795, -3.62126]], "charge": 0, "homo_lumo_gap_ev": 8.1}

***

Entry 3:
{"formula": "C32H57FeN2O2P2", "method": "wB97M-V/def2-TZVPD", "symbols": ["C", "C", "C", "C", "C", "H", "H", "H", "N", "P", "P", "C", "H", "H", "C", "O", "C", "H", "C", "C", "C", "C", "C", "H", "H", "H", "C", "H", "H", "H", "C", "H", "H", "H", "C", "H", "H", "H", "C", "H", "H", "H", "C", "H", "H", "H", "C", "H", "H", "H", "C", "H", "H", "H", "C", "H", "H", "H", "C", "H", "H", "H", "C", "H", "H", "H", "C", "H", "H", "H", "Fe", "N", "C", "C", "C", "C", "C", "H", "H", "H", "H", "H", "H", "H", "H", "H", "C", "C", "C", "O", "H", "H", "H", "H", "H", "H"], "xyz": [[-1.79080, 0.02956, -2.07090], [-0.14789, -1.61915, -1.69206], [-2.34424, -0.73066, -3.10111], [-0.56716, -2.33724, -2.81268], [-1.71037, -1.91304, -3.48728], [-3.23540, -0.35020, -3.59603], [-0.00627, -3.22966, -3.09836], [-2.09832, -2.50399, -4.31426], [-0.77455, -0.45900, -1.34425], [-0.96857, 2.31562, -0.71207], [0.56041, -1.67591, 1.03174], [-2.26293, 1.42314, -1.70292], [-2.51788, 1.99630, -2.60973], [-3.17735, 1.35732, -1.08868], [0.27056, 1.33391, 1.71390], [0.60637, 1.96515, 2.65629], [0.92162, -2.01286, -0.76303], [1.41572, -2.96694, -0.98437], [2.18423, -2.00743, 1.99852], [-0.65934, -3.09262, 1.34616], [0.17111, 3.12489, -1.99098], [-1.96700, 3.62950, 0.18703], [2.85477, -0.65812, 2.31339], [2.21286, -0.01831, 2.93026], [3.78130, -0.85588, 2.87528], [3.11953, -0.10081, 1.40842], [1.92846, -2.71225, 3.33660], [1.22661, -2.14997, 3.96352], [1.57901, -3.74330, 3.21411], [2.88294, -2.76565, 3.88247], [3.15164, -2.84962, 1.16226], [4.07611, -2.99167, 1.74612], [2.75457, -3.84820, 0.93383], [3.42507, -2.34301, 0.22674], [-1.13755, -3.04565, 2.80290], [-1.40091, -2.01905, 3.09077], [-2.04627, -3.65873, 2.88888], [-0.40973, -3.44665, 3.51346], [-1.91280, -2.92157, 0.47556], [-2.41805, -1.97019, 0.69260], [-1.69668, -2.99297, -0.59543], [-2.60917, -3.73832, 0.72079], [0.00841, -4.43717, 1.00264], [0.59908, -4.40977, 0.08049], [0.64435, -4.81545, 1.81141], [-0.78678, -5.17760, 0.83533], [-1.00962, 4.66045, 0.80821], [-1.60557, 5.33732, 1.43946], [-0.26208, 4.17718, 1.45299], [-0.49614, 5.27863, 0.06197], [-2.71975, 2.92567, 1.32337], [-3.46942, 2.21759, 0.95381], [-2.03246, 2.37771, 1.97816], [-3.23373, 3.68620, 1.93124], [-3.00643, 4.31951, -0.71432], [-3.62570, 3.59755, -1.26021], [-3.67429, 4.90605, -0.06691], [-2.55925, 5.01416, -1.43122], [0.45839, 2.11404, -3.10858], [-0.43699, 1.86679, -3.69288], [1.20466, 2.54484, -3.79373], [0.88052, 1.18489, -2.70399], [1.49214, 3.47919, -1.28349], [1.96969, 2.58641, -0.85569], [2.18245, 3.90357, -2.02844], [1.35205, 4.21731, -0.48393], [-0.43469, 4.38440, -2.62743], [-1.40302, 4.18196, -3.10547], [-0.53516, 5.21701, -1.92141], [0.25466, 4.72099, -3.41788], [0.09064, 0.47467, 0.19649], [1.87517, 0.39357, -0.59344], [2.23929, -0.62980, -1.14847], [3.34291, -1.00692, -2.13622], [3.38829, -2.48585, -2.51385], [3.05260, -0.22684, -3.41428], [4.65654, -0.55629, -1.48429], [3.60261, -3.13856, -1.66266], [2.45554, -2.80600, -2.99349], [4.19889, -2.62686, -3.24464], [3.01971, 0.85015, -3.20492], [3.83690, -0.41161, -4.15840], [2.08937, -0.53461, -3.84457], [5.46317, -1.26750, -1.68896], [4.93154, 0.42916, -1.87915], [4.55889, -0.45598, -0.39435], [-2.24130, 0.46942, 4.15874], [-3.24987, -0.02273, 3.15042], [-4.60045, -0.34891, 3.72681], [-2.98582, -0.13637, 1.95018], [-2.39532, -0.01229, 5.13139], [-2.35416, 1.55560, 4.29085], [-1.22662, 0.27608, 3.79968], [-4.98297, 0.51772, 4.27957], [-5.28369, -0.61703, 2.91870], [-4.50083, -1.18843, 4.42791]], "charge": 1, "homo_lumo_gap_ev": [7.3, 6.4], "multiplicity": 5}

***

The relative energy (zero: lowest compared OMol25 entry of this formula, charge and spin) results, record by record, are as follows: 420.2, 5.8, 0.0 kJ/mol.